Record 1
Entry from OMol25: a molecular structure, C26H31Br2I2N3O5RuSe in a non-equilibrium geometry (ωB97M-V/def2-TZVPD).

Calculated values
- E_tot (eV) = -266386.6914
- charge = -1
- HOMO energy (spin up / spin down) (Eh) = -0.1932 / -0.1867
- orbital gap (spin up / spin down) (eV) = 7.23 / 7.06
- spin multiplicity = 2
- relative energy (zero: lowest compared OMol25 entry of this formula, charge and spin) (kJ/mol) = 101.4
- max |F| (eV Å⁻¹) = 1.16
- expectation value of S² = 0.769

```
71
Properties=species:S:1:pos:R:3:forces:R:3
Ru 0.563105 0.968553 0.274336 0.7 -0.6 -0.6
I 1.229049 -0.201192 -6.923052 0.0 0.0 0.0
C 1.539588 0.318781 -4.918721 0.0 0.0 -0.1
C 1.859579 1.627849 -4.590200 0.0 0.1 0.0
C 2.036428 1.967092 -3.259814 0.0 -0.1 -0.1
I 2.459332 3.912267 -2.679984 0.0 0.0 0.0
C 1.889543 1.009380 -2.240472 0.0 0.0 0.2
O 2.049586 1.363725 -0.978321 0.3 0.2 -0.2
C 1.595214 -0.313801 -2.602780 0.0 0.1 0.0
C 1.455681 -1.415736 -1.584097 0.0 -0.1 0.0
N 1.473575 -0.997644 -0.167069 -0.1 -0.1 0.2
C 2.859003 -0.949533 0.325360 0.0 -0.1 -0.1
C 2.923339 -0.359100 1.692449 0.2 -0.1 0.2
C 3.827962 -0.796509 2.645425 0.0 0.1 0.1
C 3.897195 -0.125117 3.859099 0.0 0.0 -0.1
C 3.064943 0.959837 4.074418 0.0 0.0 -0.1
C 2.173922 1.318475 3.075366 -0.1 0.2 0.0
N 2.098311 0.661094 1.920674 -0.2 0.3 -0.2
C 1.410213 -0.645803 -3.939029 0.0 -0.1 0.0
H 1.953030 2.384777 -5.356180 0.0 0.0 0.0
H 2.258194 -2.148041 -1.739979 0.0 0.0 0.0
H 0.519559 -1.935604 -1.754031 -0.1 -0.1 0.0
H 0.959783 -1.698324 0.367255 0.1 0.0 -0.1
H 3.411845 -0.286359 -0.340570 0.0 0.0 0.0
H 3.322409 -1.940845 0.296734 0.0 0.0 0.0
H 4.469941 -1.640174 2.430440 0.0 0.0 0.0
H 4.598260 -0.443022 4.620125 0.0 0.0 0.0
H 3.089459 1.526279 4.994101 0.0 0.0 0.0
H 1.503249 2.161584 3.189873 0.1 -0.1 -0.1
H 1.162084 -1.666492 -4.210540 0.0 0.0 0.0
Br -1.204869 1.307949 3.226209 -0.2 0.0 0.2
C -1.470183 3.045565 4.026911 0.0 0.0 -0.1
Br 0.045287 3.635304 5.064825 0.0 0.0 0.1
H -2.311774 2.960559 4.700765 0.0 0.0 0.0
H -1.579039 3.758607 3.203611 0.0 -0.1 0.0
O -0.732620 4.646786 -1.037216 0.0 0.1 0.0
Se -0.084346 4.521473 0.443158 -0.1 -0.1 -0.2
O -1.206270 4.708892 1.614003 0.0 0.0 0.1
O 0.445668 2.898630 0.571346 -0.1 0.2 0.7
O 1.244164 5.399690 0.706478 0.0 0.0 -0.1
C -0.908694 -3.763754 2.846155 0.0 0.0 0.0
C -1.198641 -3.178556 1.486356 0.0 -0.1 0.0
C -1.554942 -3.989194 0.412213 0.0 0.1 0.0
C -1.802421 -3.427454 -0.836698 0.0 0.0 0.0
C -2.151983 -4.291272 -2.021140 0.0 0.0 0.0
C -1.688209 -2.052759 -1.000990 0.1 -0.1 -0.2
C -1.352252 -1.200118 0.055394 0.0 0.1 0.0
C -1.117161 -1.805011 1.296305 0.0 0.1 0.2
N -1.181304 0.195864 -0.075204 -0.4 -0.2 0.0
C -2.212157 0.981368 -0.846886 -0.2 0.1 0.1
C -1.577646 1.598974 -2.091574 0.0 0.0 0.0
C -2.749225 2.079352 0.077273 0.0 -0.1 0.1
C -3.450658 0.168293 -1.251383 -0.1 0.0 -0.1
H -1.186359 -4.817153 2.889923 0.0 0.0 0.0
H -1.456418 -3.231864 3.625461 0.0 0.0 0.0
H 0.154066 -3.685764 3.089018 0.0 0.0 0.0
H -1.639771 -5.062425 0.548223 0.0 0.0 0.0
H -2.271634 -5.334438 -1.728165 0.0 0.0 0.0
H -1.371349 -4.244454 -2.784657 0.0 0.0 0.0
H -3.080346 -3.959428 -2.488472 0.0 0.0 0.0
H -1.820211 -1.637094 -1.991614 0.1 -0.1 0.0
H -0.857614 -1.175069 2.139895 0.0 0.1 0.0
H -0.753419 2.262204 -1.823382 0.0 0.1 0.0
H -2.309243 2.220066 -2.613611 0.0 0.0 0.0
H -1.218941 0.824444 -2.779100 0.0 0.0 0.0
H -1.963472 2.699269 0.488212 0.0 0.0 0.0
H -3.294442 1.624306 0.909636 0.0 0.0 0.0
H -3.429582 2.731489 -0.473629 0.0 0.0 0.0
H -3.306723 -0.456660 -2.133917 -0.1 0.1 0.1
H -4.237658 0.883521 -1.493433 0.0 0.0 0.0
H -3.810989 -0.456514 -0.431109 0.0 0.0 0.0
```
Forces are in eV/Å.

***

Record 2
Entry from OMol25: a molecular structure, C26H31BrCrIN8O3S3 (ωB97M-V/def2-TZVPD).

Calculated values
- E_tot (eV) = -184586.3064
- charge = +2
- HOMO energy (spin up / spin down) (Eh) = -0.4633 / -0.4634
- orbital gap (spin up / spin down) (eV) = 5.47 / 6.02
- spin multiplicity = 2
- relative energy (zero: lowest compared OMol25 entry of this formula, charge and spin) (kJ/mol) = 39.4
- max |F| (eV Å⁻¹) = 0.65
- expectation value of S² = 0.756

```
74
Properties=species:S:1:pos:R:3:forces:R:3
Cr 1.914037 -0.022041 -0.192266 0.2 0.5 0.3
C -0.432573 -2.833546 0.371123 -0.1 0.1 0.0
C 1.038944 -2.955568 0.529800 -0.1 0.0 0.0
N 1.945149 -2.037164 0.255538 0.0 0.0 -0.1
C 3.233779 -2.510706 0.455580 0.2 -0.2 0.1
C 3.294998 -3.782814 0.918080 -0.1 0.2 -0.1
S 1.718484 -4.410798 1.090460 0.0 0.0 0.0
C 4.322384 -1.613009 0.076512 0.2 -0.1 0.0
C 5.657641 -1.847446 0.041142 -0.3 0.1 0.0
S 6.471217 -0.477613 -0.565558 0.0 0.0 0.0
C 4.999454 0.351570 -0.758152 -0.1 0.0 0.1
N 3.956526 -0.352991 -0.364688 0.1 0.0 -0.1
C 4.954822 1.721138 -1.339912 0.0 0.1 0.0
H -0.716896 -1.796373 0.203068 0.0 -0.1 0.0
H -0.939545 -3.207350 1.259252 -0.1 0.0 0.1
H -0.754720 -3.435401 -0.480547 0.0 0.0 0.0
H 4.164683 -4.367378 1.150976 0.1 -0.1 0.0
H 6.189877 -2.736361 0.322536 0.1 -0.1 0.0
H 5.496303 1.744044 -2.284825 0.0 0.0 0.0
H 5.436008 2.440434 -0.676080 0.0 0.0 0.0
H 3.928768 2.028083 -1.515808 0.0 0.0 0.0
N -6.272896 -0.041199 -2.800157 -0.1 0.0 -0.1
C -5.090470 0.296826 -2.242975 0.0 0.0 0.0
C -4.315943 1.334370 -2.790210 0.1 0.1 0.0
C -3.095635 1.657601 -2.245927 -0.1 -0.1 0.0
C -2.634848 0.961732 -1.128929 -0.1 -0.1 0.0
C -3.401787 -0.057477 -0.556015 0.0 0.1 -0.1
C -4.613910 -0.388014 -1.108134 0.1 0.0 0.0
S -1.123913 1.342140 -0.413770 -0.3 -0.1 0.1
O -1.238246 1.355357 1.015761 0.3 0.1 0.0
O -0.551325 2.503281 -1.088718 0.0 0.1 0.0
N -0.047913 0.118904 -0.714481 0.0 -0.1 -0.1
C 0.251174 -0.153344 -2.021713 -0.1 0.0 -0.1
N 1.568453 -0.404383 -2.095993 0.2 -0.1 -0.2
C 2.113097 -0.744766 -3.268353 -0.1 0.0 -0.3
C 1.312427 -0.811350 -4.382801 0.0 0.0 0.2
C -0.043825 -0.495072 -4.211633 0.2 -0.1 -0.2
N -0.581192 -0.165775 -3.052354 -0.1 0.0 0.2
H -6.653486 0.489141 -3.563601 0.0 0.0 0.0
H -6.863610 -0.734649 -2.378244 0.0 0.0 0.0
H -4.690660 1.884055 -3.642289 0.0 0.0 0.0
H -2.499476 2.450318 -2.670115 0.1 0.1 0.0
H -3.056653 -0.568009 0.331767 0.0 0.0 0.1
H -5.217903 -1.165544 -0.662638 0.0 -0.1 0.0
H 3.176592 -0.942671 -3.284669 0.0 0.0 0.0
H 1.709379 -1.084785 -5.344961 0.0 0.0 -0.1
H -0.717201 -0.515126 -5.057774 0.0 0.0 -0.1
Br -2.478797 -3.396181 4.104512 0.1 0.0 0.0
C -3.244678 -1.730208 3.652757 -0.1 -0.1 0.0
C -4.624250 -1.684571 3.488294 0.0 0.0 0.0
C -5.243722 -0.490560 3.161420 0.0 0.0 0.0
C -4.491545 0.661601 2.990560 0.1 0.0 0.0
C -3.116383 0.622191 3.154662 -0.1 0.0 0.0
C -2.496482 -0.573080 3.489237 0.0 0.0 -0.1
I -0.430415 -0.535385 3.786657 -0.2 -0.2 0.3
H -5.204500 -2.584904 3.628339 0.0 0.0 0.0
H -6.317479 -0.463321 3.045258 0.0 0.0 0.0
H -4.970563 1.596140 2.740406 0.0 0.1 0.0
H -2.524042 1.511665 3.010173 0.0 0.0 0.1
N 3.541276 0.259882 2.425758 -0.2 0.0 0.0
N 2.195547 0.297642 1.898156 0.0 -0.1 0.1
H 3.503611 0.375940 3.438329 0.0 0.0 -0.2
H 4.058455 1.044249 2.041420 0.0 -0.1 0.0
H 1.690275 1.136442 2.196849 0.0 -0.2 0.0
H 1.700320 -0.488936 2.333883 0.1 0.3 -0.2
C 1.209259 3.540529 1.374071 0.0 0.0 0.0
C 2.326972 3.046251 0.480446 0.3 0.2 0.0
O 1.921591 1.987409 -0.426698 -0.5 -0.1 -0.1
H 1.609171 4.311756 2.030865 0.0 0.0 0.0
H 0.751943 2.763222 1.984890 0.0 0.0 0.0
H 0.405732 3.976756 0.786532 0.0 0.1 0.0
H 3.173187 2.647366 1.038640 0.0 0.0 0.1
H 2.703637 3.863259 -0.139447 0.0 0.0 0.1
H 1.052305 2.284574 -0.833276 0.1 0.0 0.0
```
Forces are in eV/Å.